Record 1
The following is a DFT calculation (wB97M-V/def2-TZVPD) of a molecular structure, C24H64AsF6O24S8.

Cartesian coordinates (Å):
As 0.04 -0.05 0.90
F -0.93 0.40 2.27
F -0.28 1.50 0.20
F 0.91 -0.62 -0.48
F 0.23 -1.60 1.66
F -1.43 -0.62 0.15
F 1.42 0.55 1.73
O -3.41 -3.23 -3.76
S -2.25 -2.47 -3.46
O -1.27 -2.20 -4.45
O -2.74 -1.09 -2.89
C -2.06 0.13 -3.28
C -2.62 1.24 -2.45
C -1.47 -3.10 -2.00
H -2.16 0.31 -4.35
H -0.99 0.02 -3.11
H -2.79 2.15 -3.03
H -2.00 1.53 -1.61
H -3.61 1.06 -2.02
H -2.22 -3.01 -1.21
H -0.56 -2.54 -1.81
H -1.34 -4.17 -2.10
O 4.86 5.47 -2.03
S 5.55 4.26 -2.30
O 6.83 4.05 -1.72
O 4.63 3.04 -1.92
C 3.20 3.33 -2.01
C 2.35 2.30 -1.31
C 5.69 4.07 -4.07
H 2.87 3.49 -3.04
H 3.08 4.27 -1.47
H 2.83 1.96 -0.39
H 2.19 1.38 -1.87
H 1.40 2.79 -1.08
H 6.58 4.63 -4.35
H 4.79 4.55 -4.44
H 5.84 3.03 -4.34
O -0.16 6.88 -0.26
S -1.44 6.28 -0.26
O -2.09 5.90 0.95
O -2.45 7.18 -1.11
C -3.86 6.95 -0.95
C -4.62 8.28 -0.87
C -1.39 4.85 -1.32
H -4.06 6.44 -0.01
H -4.19 6.28 -1.75
H -3.92 9.11 -0.83
H -5.24 8.30 0.02
H -5.30 8.39 -1.71
H -0.63 4.21 -0.88
H -1.05 5.20 -2.30
H -2.37 4.38 -1.29
O 7.05 -2.28 -3.00
S 6.14 -1.26 -3.35
O 5.94 -0.92 -4.74
O 4.75 -1.63 -2.70
C 3.75 -2.11 -3.58
C 4.02 -3.50 -4.13
C 6.57 0.23 -2.48
H 3.54 -1.47 -4.45
H 2.79 -2.09 -3.08
H 4.43 -4.18 -3.38
H 4.70 -3.47 -4.98
H 3.05 -3.89 -4.40
H 7.53 0.15 -2.00
H 5.85 0.31 -1.66
H 6.40 1.06 -3.15
O -6.56 -0.30 1.74
S -5.76 -1.35 1.25
O -5.34 -2.41 2.12
O -6.51 -1.98 0.01
C -5.90 -3.20 -0.58
C -7.02 -3.84 -1.34
C -4.34 -0.63 0.48
H -5.61 -3.87 0.21
H -5.10 -2.75 -1.17
H -7.31 -3.34 -2.27
H -7.91 -3.94 -0.73
H -6.73 -4.83 -1.71
H -4.68 0.02 -0.31
H -3.68 -1.39 0.08
H -3.81 -0.10 1.28
O -0.63 5.82 4.33
S -0.80 4.41 4.25
O -0.91 3.63 5.43
O -2.19 4.23 3.48
C -2.53 2.93 2.97
C -4.03 2.88 2.82
C 0.38 3.85 3.05
H -2.27 2.08 3.60
H -2.05 2.82 1.99
H -4.38 3.62 2.09
H -4.55 3.18 3.73
H -4.44 1.96 2.41
H -0.01 4.22 2.09
H 0.36 2.78 2.84
H 1.34 4.31 3.23
O -3.67 -5.60 3.90
S -2.34 -5.08 3.83
O -1.48 -5.20 4.95
O -1.60 -5.75 2.59
C -2.40 -6.34 1.58
C -1.59 -7.32 0.76
C -2.34 -3.40 3.28
H -2.91 -5.59 0.95
H -3.27 -6.82 2.03
H -1.30 -8.14 1.42
H -0.65 -6.88 0.40
H -2.14 -7.59 -0.14
H -2.66 -2.74 4.08
H -2.88 -3.39 2.34
H -1.29 -3.20 3.06
O 5.04 -4.10 5.63
S 5.51 -4.52 4.35
O 5.48 -5.90 4.00
O 4.72 -3.74 3.24
C 4.45 -2.34 3.49
C 4.25 -1.65 2.15
C 7.15 -3.90 4.11
H 5.33 -1.90 3.97
H 3.57 -2.25 4.12
H 3.49 -1.97 1.44
H 5.20 -1.84 1.63
H 4.01 -0.62 2.40
H 7.23 -2.91 4.54
H 7.39 -3.87 3.05
H 7.79 -4.63 4.59

- E_LUMO: 0.0585 Ha
- HOMO: -0.322 Ha
- Spin multiplicity: 1
- Frontier orbital gap: 0.381 Eh
- Relative energy (zero: lowest compared OMol25 entry of this formula, charge and spin): 186.71 kJ/mol
- DFT total energy: -8779.1990 hartree
- Charge: -1

***

Record 2
The following is a DFT calculation (wB97M-V/def2-TZVPD) of a molecular structure, C24H64Li3O28PS8.

Cartesian coordinates (Å):
Li -15.77 -17.38 -7.70
Li -18.16 -19.31 -11.43
Li -15.13 -17.98 -10.41
P -17.32 -18.29 -9.28
O -18.74 -18.13 -9.96
O -17.18 -18.72 -7.82
O -16.45 -16.97 -9.39
O -16.67 -19.31 -10.30
O -13.87 -20.51 -5.49
S -13.52 -21.42 -6.60
O -12.12 -21.70 -6.91
O -14.29 -22.87 -6.29
C -15.54 -22.77 -5.62
C -16.25 -24.13 -5.28
C -14.41 -20.88 -8.12
H -16.26 -22.17 -6.19
H -15.35 -22.33 -4.64
H -16.03 -24.87 -6.05
H -17.32 -24.00 -5.15
H -15.90 -24.72 -4.44
H -13.92 -20.08 -8.66
H -15.45 -20.68 -7.86
H -14.48 -21.75 -8.77
O -13.98 -17.64 -4.26
S -15.17 -18.08 -3.49
O -14.99 -19.05 -2.42
O -15.88 -16.67 -2.91
C -16.83 -16.77 -1.85
C -18.07 -15.87 -2.04
C -16.51 -18.59 -4.56
H -16.38 -16.44 -0.91
H -17.24 -17.76 -1.65
H -18.83 -16.18 -1.32
H -18.51 -16.14 -3.00
H -18.06 -14.79 -1.92
H -16.99 -17.76 -5.09
H -17.28 -18.98 -3.90
H -16.21 -19.42 -5.21
O -22.88 -19.86 -12.32
S -21.77 -19.16 -11.74
O -20.37 -19.41 -12.15
O -22.10 -17.55 -11.88
C -21.16 -16.62 -11.38
C -21.33 -15.24 -12.08
C -21.92 -19.28 -9.94
H -20.14 -16.95 -11.58
H -21.20 -16.49 -10.30
H -22.31 -14.85 -11.81
H -21.27 -15.39 -13.16
H -20.50 -14.57 -11.87
H -22.66 -18.55 -9.61
H -20.94 -19.03 -9.53
H -22.20 -20.33 -9.87
O -20.16 -17.88 -4.01
S -20.97 -18.77 -4.85
O -21.64 -19.97 -4.36
O -22.03 -17.76 -5.69
C -21.69 -16.42 -5.94
C -22.63 -16.01 -7.07
C -19.90 -19.34 -6.27
H -20.65 -16.18 -6.18
H -21.85 -15.82 -5.05
H -22.37 -16.44 -8.04
H -22.69 -14.94 -7.23
H -23.63 -16.39 -6.83
H -20.64 -19.84 -6.89
H -19.20 -20.14 -6.07
H -19.43 -18.48 -6.75
O -17.71 -18.24 -13.06
S -16.63 -17.22 -13.07
O -15.36 -17.35 -12.35
O -16.41 -16.72 -14.67
C -15.20 -15.96 -15.05
C -14.29 -16.78 -15.92
C -17.37 -15.58 -12.56
H -14.66 -15.59 -14.18
H -15.54 -15.19 -15.74
H -14.92 -17.35 -16.61
H -13.64 -17.44 -15.35
H -13.65 -16.07 -16.44
H -17.25 -15.47 -11.48
H -18.43 -15.56 -12.78
H -16.84 -14.80 -13.10
O -16.73 -15.68 -6.57
S -17.64 -14.58 -6.91
O -18.57 -14.15 -5.84
O -16.64 -13.29 -7.27
C -17.34 -12.07 -7.63
C -17.59 -11.21 -6.39
C -18.45 -14.81 -8.58
H -18.20 -12.25 -8.28
H -16.70 -11.53 -8.33
H -16.68 -10.95 -5.86
H -18.21 -11.81 -5.73
H -18.11 -10.27 -6.60
H -18.78 -15.84 -8.50
H -17.72 -14.93 -9.38
H -19.17 -14.02 -8.82
O -19.22 -22.35 -6.53
S -19.13 -22.82 -7.92
O -18.40 -24.09 -8.09
O -20.66 -22.93 -8.50
C -20.86 -23.72 -9.64
C -22.28 -24.23 -9.64
C -18.52 -21.63 -9.13
H -20.27 -24.63 -9.61
H -20.63 -23.12 -10.52
H -22.49 -24.80 -8.73
H -22.47 -24.86 -10.51
H -22.97 -23.39 -9.67
H -18.64 -22.14 -10.09
H -17.46 -21.44 -8.96
H -19.12 -20.72 -9.10
O -15.26 -11.84 -10.42
S -14.53 -13.00 -10.81
O -14.76 -13.68 -12.11
O -12.89 -12.66 -10.74
C -12.54 -11.47 -9.97
C -11.06 -11.29 -10.09
C -14.49 -14.26 -9.42
H -13.02 -11.53 -8.99
H -12.95 -10.63 -10.53
H -10.78 -11.31 -11.15
H -10.52 -12.05 -9.53
H -10.81 -10.35 -9.62
H -15.51 -14.53 -9.16
H -13.96 -13.94 -8.53
H -14.08 -15.19 -9.83

- E_LUMO: -0.0301 Ha
- HOMO: -0.350 Ha
- Spin multiplicity: 1
- Frontier orbital gap: 0.320 Eh
- Relative energy (zero: lowest compared OMol25 entry of this formula, charge and spin): 65.90 kJ/mol
- DFT total energy: -6609.1808 hartree
- Charge: 0

***

What is the formula in the second record? C24H64Li3O28PS8

***

What is the formula in the second record? C24H64Li3O28PS8